An isolated ion of composition C5H4N and charge +1 at a distorted geometry. Source: the Open Molecules 2025 dataset; level of theory: wB97M-V/def2-TZVPD.

```
10
C5H4N wB97M-V/def2-TZVPD
H -1.218 -0.440 1.940
H 1.430 1.196 -0.636
H -0.117 0.912 1.996
C 0.060 -0.241 -1.987
C -0.246 -0.865 -3.076
H 0.654 -0.669 1.929
C 0.805 0.280 -0.795
C -0.961 0.101 -0.936
N -0.119 -0.172 0.058
C -0.287 -0.103 1.508
```

Properties
net charge = +1
energy relative to the best compared isomer or geometry (same formula, charge and spin) = 544.9 kJ/mol
orbital gap = 8.86 eV
highest occupied orbital energy = -16.2 eV

---

C27H52P2PdSi as an isolated structure at a distorted geometry. Source: the Open Molecules 2025 dataset; level of theory: wB97M-V/def2-TZVPD.

```
83
C27H52P2PdSi wB97M-V/def2-TZVPD
H -0.873 -2.913 -2.445
C -2.200 2.215 0.065
Pd 4.267 -0.432 0.787
C -3.401 -0.665 0.036
H 2.059 -4.424 0.378
H 0.186 -0.819 -4.097
H -0.341 3.049 1.915
H 7.956 -0.679 0.489
C 2.629 -2.385 2.662
C -0.401 -0.222 -2.130
H -1.057 -0.321 1.729
P 4.320 1.724 -0.128
H -3.437 -1.760 0.135
H 3.442 3.665 0.792
H 3.804 -1.507 -1.554
H 3.450 2.290 1.978
C 4.766 -1.352 -1.056
H 5.021 3.129 1.582
C 6.092 1.242 -0.297
H -3.153 2.562 -0.349
H 1.414 3.199 1.585
C -1.677 1.075 -0.709
H -0.903 -0.545 3.501
H -4.328 -0.348 -0.475
H 3.327 -0.409 3.252
H 6.734 -1.457 -1.820
H 7.084 -2.786 0.044
H 4.336 -2.950 0.370
Si 0.860 1.011 2.705
C 0.666 2.836 2.302
H 1.030 -1.658 -2.781
H -2.009 -3.024 -1.081
H 7.452 0.699 -1.887
C -0.558 1.086 -1.583
H 2.656 1.003 4.457
C -1.429 -1.032 -1.602
H -3.429 -0.227 1.046
C 0.619 -0.688 -3.094
H 6.041 0.942 1.850
H -1.590 0.964 2.851
C 3.639 -1.251 2.639
H 5.919 1.307 -2.442
C -2.203 -0.234 -0.708
C 1.571 0.857 4.423
C 6.371 0.650 -1.689
H 1.094 1.658 5.002
C 7.043 -0.839 1.083
P 1.376 -2.239 1.285
H -2.379 1.942 1.109
C -0.831 0.183 2.681
H 2.742 -3.078 -0.575
C 5.875 -0.781 -1.917
C 5.042 -2.175 0.079
C -0.148 -2.975 1.901
C 4.029 2.835 1.215
H 7.318 -0.855 2.161
C 6.394 -2.245 0.705
C 0.172 2.317 -1.929
H -2.577 -2.488 -2.675
H 3.171 -3.339 2.609
C 6.137 0.348 0.926
C 3.202 1.566 -1.490
H -0.406 -2.544 2.875
H 1.030 -3.452 -0.723
H 6.297 -2.793 1.651
H 0.544 2.831 -1.023
H 6.729 2.136 -0.193
H -0.063 -4.068 1.950
H 2.062 -2.360 3.603
H -0.908 -2.683 1.159
H 1.455 0.014 -3.174
H 0.798 3.374 3.252
H 3.331 2.444 -2.149
C -1.733 -2.432 -1.966
H 1.029 2.129 -2.589
C 1.867 -3.418 -0.012
H -0.495 3.023 -2.452
H 4.613 -1.601 3.009
H 1.301 -0.117 4.850
H 3.436 0.639 -2.029
H 5.513 -0.853 -2.955
H -1.503 3.053 0.042
H 2.211 1.463 -1.032
```

Properties
net charge = +2
energy relative to the best compared isomer or geometry (same formula, charge and spin) = 222.8 kJ/mol
2S+1 = 5
orbital gap (spin up / spin down) = 5.91 / 4.67 eV
highest occupied orbital energy (spin up / spin down) = -11.4 / -12.7 eV